No. 1
A 2-piece molecular cluster, CH5NOS2 overall, computed with ωB97M-V/def2-TZVPD.

Each line ends with the Löwdin spin population.
Cartesian coordinates (Å):
S -0.19890 0.93891 -2.30607  0.53
S 0.83532 2.19159 -1.11039  0.40
H -0.44007 -0.03132 -1.36818  0.03
H 1.82002 1.28826 -0.90160  0.03
C 0.29713 -0.91896 1.06752  0.00
N -1.00954 -0.56503 0.72079  0.01
O 0.86139 -1.84677 0.58532  0.01
H 0.80506 -0.17872 1.71583  0.00
H -1.24922 0.39877 0.88448  0.00
H -1.72119 -1.27673 0.71230  0.00

Atoms 1-3, force components in eV/Å:
-0.44 0.65 0.34
0.15 -0.37 -0.95
0.41 -0.42 0.11

Output
DFT total energy = -26316.7433 eV
Max |F| = 1.1 eV Å⁻¹
Highest occupied orbital energy (spin up / spin down) = -14.363 / -14.352 eV
Spin multiplicity = 2
Total charge = +1
Frontier orbital gap (spin up / spin down) = 8.98 / 5.00 eV
Relative energy (zero: lowest compared OMol25 entry of this formula, charge and spin) = 108.8 kJ/mol
Expectation value of S² = 0.755
LUMO energy (spin up / spin down) = -5.384 / -9.348 eV

No. 2
An isolated molecule of CH5NOSi, computed with ωB97M-V/def2-TZVPD.

Each line ends with the natural charge from an NBO analysis.
Cartesian coordinates (Å):
N -1.50659 -0.71014 0.77420  -0.85
C -1.17612 0.32145 -0.06233  0.38
O -1.98063 0.91719 -0.74488  -0.61
Si 0.72475 0.85387 -0.03223  0.71
H -2.47544 -0.87034 0.81300  0.40
H -0.82705 -1.38033 1.18801  0.41
H 0.88286 1.75151 -1.18148  -0.13
H 1.18631 1.68587 1.14033  -0.14
H 1.20371 -0.58844 0.07220  -0.16

Atoms 1-3, force components in eV/Å:
1.55 -0.20 0.10
1.50 0.60 0.55
-0.47 -0.10 0.03

Output
DFT total energy = -12532.5276 eV
Max |F| = 1.7 eV Å⁻¹
Highest occupied orbital energy = -9.263 eV
Spin multiplicity = 1
Total charge = 0
Frontier orbital gap = 10.09 eV
Structure (SMILES) = NC(=O)[SiH3]
Relative energy (zero: lowest compared OMol25 entry of this formula, charge and spin) = 0.4 kJ/mol
LUMO energy = 0.823 eV

Copy entry 1 word for word.
A 2-piece molecular cluster, CH5NOS2 overall, computed with ωB97M-V/def2-TZVPD.

Each line ends with the Löwdin spin population.
Cartesian coordinates (Å):
S -0.19890 0.93891 -2.30607  0.53
S 0.83532 2.19159 -1.11039  0.40
H -0.44007 -0.03132 -1.36818  0.03
H 1.82002 1.28826 -0.90160  0.03
C 0.29713 -0.91896 1.06752  0.00
N -1.00954 -0.56503 0.72079  0.01
O 0.86139 -1.84677 0.58532  0.01
H 0.80506 -0.17872 1.71583  0.00
H -1.24922 0.39877 0.88448  0.00
H -1.72119 -1.27673 0.71230  0.00

Atoms 1-3, force components in eV/Å:
-0.44 0.65 0.34
0.15 -0.37 -0.95
0.41 -0.42 0.11

Output
DFT total energy = -26316.7433 eV
Max |F| = 1.1 eV Å⁻¹
Highest occupied orbital energy (spin up / spin down) = -14.363 / -14.352 eV
Spin multiplicity = 2
Total charge = +1
Frontier orbital gap (spin up / spin down) = 8.98 / 5.00 eV
Relative energy (zero: lowest compared OMol25 entry of this formula, charge and spin) = 108.8 kJ/mol
Expectation value of S² = 0.755
LUMO energy (spin up / spin down) = -5.384 / -9.348 eV

Q: Which of these has the lowest spin multiplicity?
A: CH5NOSi